*a*
The following is a DFT calculation (ωB97M-V/def2-TZVPD) of 2 unconnected molecules or ions with the total composition CH4S2.

The HOMO-LUMO gap is 8.46 eV. The highest occupied orbital energy is -8.97 eV. Its structure (SMILES) is C=S.S.

```
! wB97M-V def2-TZVPD RIJCOSX def2/J DEFGRID3
* xyz 0 1
S -0.48 2.21 -1.21
S 0.86 -1.46 -0.37
C 0.40 -1.31 1.17
H 0.52 -0.38 1.85
H -1.66 1.56 -1.19
H 0.38 1.45 -1.90
H -0.02 -2.07 1.65
*
```

Charge distribution, natural (NBO) scheme, values in e: atom 1 (S): -0.31, atom 2 (S): 0.07, atom 3 (C): -0.43, atom 4 (H): 0.19, atom 5 (H): 0.15, atom 6 (H): 0.16, atom 7 (H): 0.16

=====

*b*
The following is a DFT calculation (ωB97M-V/def2-TZVPD) of 2 unconnected molecules or ions with the total composition CH4S2.

The HOMO-LUMO gap is 7.79 eV. The highest occupied orbital energy is -8.56 eV.

```
! wB97M-V def2-TZVPD RIJCOSX def2/J DEFGRID3
* xyz 0 1
S 0.61 1.68 -0.94
S -1.59 -0.27 1.01
C -0.27 -0.61 -0.06
H 1.99 1.37 -1.15
H 0.69 -0.98 0.16
H -0.74 -0.28 1.98
H -0.70 -0.91 -1.01
*
```

Charge distribution, natural (NBO) scheme, values in e: atom 1 (S): -0.43, atom 2 (S): 0.16, atom 3 (C): -0.43, atom 4 (H): 0.13, atom 5 (H): 0.22, atom 6 (H): 0.12, atom 7 (H): 0.22

=====

Verdict on stability: *a* comes out on top.

=====

*a*
The following is a DFT calculation (ωB97M-V/def2-TZVPD) of 3 unconnected molecules or ions with the total composition C3H8ClNOS.

The HOMO-LUMO gap is 9.45 eV. The highest occupied orbital energy is -9.73 eV.

```
! wB97M-V def2-TZVPD RIJCOSX def2/J DEFGRID3
* xyz 0 1
Cl 0.81 -2.28 1.46
S -0.23 -1.61 -1.88
O 0.32 -0.83 -3.00
N 0.45 0.55 0.70
C -1.89 -1.57 -1.93
C 0.00 1.36 -0.10
C 1.17 1.16 1.80
H 2.26 1.00 1.91
H -2.57 -1.97 -1.21
H -2.19 -0.97 -2.75
H 0.87 0.58 2.71
H 0.42 -1.04 1.26
H -0.70 0.95 -0.72
H 0.19 2.47 -0.05
H 1.09 2.21 1.79
*
```

Charge distribution, natural (NBO) scheme, values in e: atom 1 (Cl): -0.37, atom 2 (S): 1.19, atom 3 (O): -0.91, atom 4 (N): -0.43, atom 5 (C): -0.74, atom 6 (C): 0.00, atom 7 (C): -0.46, atom 8 (H): 0.22, atom 9 (H): 0.24, atom 10 (H): 0.23, atom 11 (H): 0.22, atom 12 (H): 0.30, atom 13 (H): 0.18, atom 14 (H): 0.15, atom 15 (H): 0.19

=====

*b*
The following is a DFT calculation (ωB97M-V/def2-TZVPD) of 3 unconnected molecules or ions with the total composition C3H8ClNOS.

The HOMO-LUMO gap is 8.27 eV. The highest occupied orbital energy is -9.38 eV.

```
! wB97M-V def2-TZVPD RIJCOSX def2/J DEFGRID3
* xyz 0 1
Cl -1.91 -2.82 0.29
S -4.08 1.25 -0.12
O -3.57 -0.09 0.14
N -3.07 2.42 -0.02
C 2.00 -0.09 0.47
C 3.09 -0.80 0.19
C 1.25 0.56 -0.53
H 1.44 -0.24 1.51
H -2.10 2.32 0.19
H 3.72 -1.40 0.89
H 0.38 0.02 -0.67
H 0.78 1.59 -0.29
H -3.11 -2.26 0.25
H 1.75 0.50 -1.48
H 3.42 -0.99 -0.81
*
```

Charge distribution, natural (NBO) scheme, values in e: atom 1 (Cl): -0.30, atom 2 (S): 1.45, atom 3 (O): -0.89, atom 4 (N): -0.95, atom 5 (C): -0.17, atom 6 (C): -0.41, atom 7 (C): -0.65, atom 8 (H): 0.20, atom 9 (H): 0.39, atom 10 (H): 0.20, atom 11 (H): 0.23, atom 12 (H): 0.20, atom 13 (H): 0.30, atom 14 (H): 0.22, atom 15 (H): 0.18

=====

Verdict on stability: *b* comes out on top.

=====

*a*
The following is a DFT calculation (ωB97M-V/def2-TZVPD) of 3 unconnected molecules or ions with the total composition C3H8N.

The HOMO-LUMO gap is 3.05 eV. The highest occupied orbital energy is -11.64 eV.

```
! wB97M-V def2-TZVPD RIJCOSX def2/J DEFGRID3
* xyz 1 1
N -0.75 1.22 -0.44
C -2.16 -0.78 -0.19
C -2.21 -0.82 1.27
C -1.48 0.23 -0.89
H -1.19 -0.66 1.64
H 25.34 0.38 0.39
H -2.46 -1.63 -0.79
H -1.55 0.28 -1.99
H -2.79 0.01 1.66
H 26.83 1.04 0.36
H -1.01 1.98 -1.07
H -2.52 -1.78 1.66
*
```

Charge distribution, natural (NBO) scheme, values in e: atom 1 (N): -0.25, atom 2 (C): 0.29, atom 3 (C): -0.74, atom 4 (C): -0.10, atom 5 (H): 0.32, atom 6 (H): 0.00, atom 7 (H): 0.25, atom 8 (H): 0.25, atom 9 (H): 0.32, atom 10 (H): 0.00, atom 11 (H): 0.38, atom 12 (H): 0.28

=====

*b*
The following is a DFT calculation (ωB97M-V/def2-TZVPD) of a molecular structure, C3H8N.

The HOMO-LUMO gap is 12.89 eV. The highest occupied orbital energy is -17.39 eV.

```
! wB97M-V def2-TZVPD RIJCOSX def2/J DEFGRID3
* xyz 1 1
N -0.03 0.11 -0.28
C -0.04 1.14 -0.99
C 0.09 0.38 1.57
C -0.06 -1.24 -0.69
H 0.01 2.13 -0.56
H 0.90 -1.72 -0.48
H -0.64 -0.31 1.96
H -0.83 -1.79 -0.15
H -0.15 1.42 1.68
H -0.09 1.07 -2.07
H -0.27 -1.31 -1.76
H 1.12 0.11 1.77
*
```

Charge distribution, natural (NBO) scheme, values in e: atom 1 (N): -0.24, atom 2 (C): 0.09, atom 3 (C): -0.27, atom 4 (C): -0.45, atom 5 (H): 0.22, atom 6 (H): 0.25, atom 7 (H): 0.23, atom 8 (H): 0.25, atom 9 (H): 0.22, atom 10 (H): 0.22, atom 11 (H): 0.24, atom 12 (H): 0.23

=====

Verdict on stability: *b* comes out on top.

=====

*a*
The following is a DFT calculation (ωB97M-V/def2-TZVPD) of C3H3Br2P in the gas phase.

The HOMO-LUMO gap is 9.53 eV. The highest occupied orbital energy is -9.40 eV. Its structure (SMILES) is C#CP(Br)CBr.

```
! wB97M-V def2-TZVPD RIJCOSX def2/J DEFGRID3
* xyz 0 1
Br 0.46 2.43 0.09
Br -1.06 -1.84 1.92
P -0.72 0.64 -0.17
C 0.23 -0.12 -1.49
C -0.28 -0.02 1.57
C 0.55 -0.55 -2.58
H 0.70 -0.21 1.76
H 1.11 -0.84 -3.42
H -1.00 0.51 2.31
*
```

Charge distribution, natural (NBO) scheme, values in e: atom 1 (Br): -0.19, atom 2 (Br): -0.04, atom 3 (P): 0.76, atom 4 (C): -0.42, atom 5 (C): -0.70, atom 6 (C): -0.14, atom 7 (H): 0.22, atom 8 (H): 0.24, atom 9 (H): 0.27

=====

*b*
The following is a DFT calculation (ωB97M-V/def2-TZVPD) of 2 unconnected molecules or ions with the total composition C3H3Br2P.

The HOMO-LUMO gap (spin up / spin down) is 7.50 / 7.50 eV. The highest occupied orbital energy (spin up / spin down) is -8.48 / -8.48 eV.

```
! wB97M-V def2-TZVPD RIJCOSX def2/J DEFGRID3
* xyz 0 1
Br 2.76 1.52 0.53
Br 1.54 -1.81 0.11
P 1.74 0.05 -1.03
C -0.84 0.73 -0.66
C -1.05 -1.24 0.96
C -1.16 -0.28 0.20
H -0.94 0.90 -1.79
H -0.71 1.78 -0.20
H -1.34 -1.66 1.88
*
```

Charge distribution, natural (NBO) scheme, values in e: atom 1 (Br): -0.27, atom 2 (Br): -0.10, atom 3 (P): 0.41, atom 4 (C): -0.48, atom 5 (C): -0.21, atom 6 (C): -0.09, atom 7 (H): 0.25, atom 8 (H): 0.25, atom 9 (H): 0.24

=====

Verdict on stability: *a* comes out on top.

=====

*a*
The following is a DFT calculation (ωB97M-V/def2-TZVPD) of 4 unconnected molecules or ions with the total composition C7H23NO3.

The HOMO-LUMO gap is 8.47 eV. The highest occupied orbital energy is -8.19 eV. Its structure (SMILES) is CCCN(C)C(C)C.O.O.O.

```
! wB97M-V def2-TZVPD RIJCOSX def2/J DEFGRID3
* xyz 0 1
O 3.11 -1.13 2.60
O -0.72 -1.72 1.95
O 0.68 -0.04 3.35
N 0.01 0.47 -1.52
C -0.11 2.35 1.72
C -0.44 -0.66 -2.31
C -0.31 0.51 -0.11
C -1.98 -0.59 -2.46
C -0.67 1.95 0.34
C 1.33 0.99 -1.82
C -0.02 -2.03 -1.75
H -1.59 -1.64 2.35
H -0.60 -2.38 -0.91
H 1.93 0.30 -2.41
H -0.72 -2.42 1.31
H 2.02 1.03 -0.96
H 2.40 -1.03 3.20
H -1.16 -0.13 0.08
H -2.47 0.02 -1.70
H -1.76 1.91 0.42
H 2.87 -0.70 1.78
H -2.21 -0.10 -3.40
H -0.02 -0.55 -3.31
H 0.04 -2.76 -2.56
H -0.14 -0.40 3.66
H 0.58 0.23 2.45
H -0.68 1.74 2.41
H 0.49 0.06 0.51
H -0.33 3.40 1.93
H -2.43 -1.58 -2.41
H 1.05 -2.01 -1.49
H 0.98 2.26 1.77
H -0.43 2.71 -0.40
H 1.29 1.96 -2.31
*
```

Charge distribution, natural (NBO) scheme, values in e: atom 1 (O): -0.96, atom 2 (O): -0.95, atom 3 (O): -0.95, atom 4 (N): -0.47, atom 5 (C): -0.62, atom 6 (C): -0.02, atom 7 (C): -0.21, atom 8 (C): -0.62, atom 9 (C): -0.41, atom 10 (C): -0.42, atom 11 (C): -0.64, atom 12 (H): 0.47, atom 13 (H): 0.19, atom 14 (H): 0.20, atom 15 (H): 0.48, atom 16 (H): 0.19, atom 17 (H): 0.49, atom 18 (H): 0.20, atom 19 (H): 0.21, atom 20 (H): 0.19, atom 21 (H): 0.46, atom 22 (H): 0.21, atom 23 (H): 0.20, atom 24 (H): 0.22, atom 25 (H): 0.47, atom 26 (H): 0.48, atom 27 (H): 0.20, atom 28 (H): 0.15, atom 29 (H): 0.22, atom 30 (H): 0.20, atom 31 (H): 0.21, atom 32 (H): 0.21, atom 33 (H): 0.21, atom 34 (H): 0.19

=====

*b*
The following is a DFT calculation (ωB97M-V/def2-TZVPD) of 4 unconnected molecules or ions with the total composition C7H23NO3.

The HOMO-LUMO gap is 9.17 eV. The highest occupied orbital energy is -8.57 eV. Its structure (SMILES) is CCCN(C)C(C)C.O.O.O.

```
! wB97M-V def2-TZVPD RIJCOSX def2/J DEFGRID3
* xyz 0 1
O 3.22 -0.46 2.35
O 0.43 -0.10 3.91
O -0.43 -2.30 2.07
N -0.17 0.63 -1.51
C -0.36 -0.55 -2.39
C -1.20 1.41 0.61
C 0.25 -1.87 -1.84
C -0.41 2.35 1.52
C -0.33 0.32 -0.09
C -1.87 -0.79 -2.52
C 1.08 1.29 -1.82
H -0.59 -1.57 1.49
H -0.46 -2.36 -1.20
H -0.34 -3.21 1.80
H 0.67 -1.03 3.94
H -2.10 1.01 1.08
H 1.23 2.14 -1.15
H -2.33 -1.24 -1.63
H 1.21 -1.68 -1.36
H -2.13 -1.40 -3.39
H 0.32 2.83 0.87
H 0.58 -2.48 -2.69
H -0.24 -0.16 3.23
H -0.99 3.24 1.78
H 0.66 0.15 0.36
H 2.51 -0.02 2.84
H -2.40 0.15 -2.57
H 3.64 0.28 1.90
H 1.01 1.70 -2.83
H -0.91 -0.58 0.11
H 0.03 1.94 2.42
H -1.57 1.97 -0.24
H 1.98 0.67 -1.67
H 0.02 -0.30 -3.38
*
```

Charge distribution, natural (NBO) scheme, values in e: atom 1 (O): -0.95, atom 2 (O): -0.94, atom 3 (O): -0.99, atom 4 (N): -0.46, atom 5 (C): -0.04, atom 6 (C): -0.42, atom 7 (C): -0.65, atom 8 (C): -0.62, atom 9 (C): -0.24, atom 10 (C): -0.62, atom 11 (C): -0.41, atom 12 (H): 0.49, atom 13 (H): 0.20, atom 14 (H): 0.50, atom 15 (H): 0.48, atom 16 (H): 0.19, atom 17 (H): 0.20, atom 18 (H): 0.19, atom 19 (H): 0.21, atom 20 (H): 0.21, atom 21 (H): 0.20, atom 22 (H): 0.22, atom 23 (H): 0.47, atom 24 (H): 0.21, atom 25 (H): 0.19, atom 26 (H): 0.48, atom 27 (H): 0.22, atom 28 (H): 0.46, atom 29 (H): 0.20, atom 30 (H): 0.17, atom 31 (H): 0.22, atom 32 (H): 0.23, atom 33 (H): 0.17, atom 34 (H): 0.20

=====

Verdict on stability: *b* comes out on top.

=====

*a*
The following is a DFT calculation (ωB97M-V/def2-TZVPD) of CH2N4 in the gas phase.

The HOMO-LUMO gap (spin up / spin down) is 8.84 / 7.26 eV. The highest occupied orbital energy (spin up / spin down) is -9.77 / -9.05 eV. Its structure (SMILES) is N#C/N=N/N.

```
! wB97M-V def2-TZVPD RIJCOSX def2/J DEFGRID3
* xyz 0 1
N -1.92 0.59 -4.20
N -0.54 0.52 -2.21
N -1.08 -0.20 -0.89
N -0.15 -0.04 0.01
C -1.30 0.51 -3.21
H 0.72 0.53 -0.13
H -0.66 -0.12 0.87
*
```

Charge distribution, natural (NBO) scheme, values in e: atom 1 (N): -0.33, atom 2 (N): -0.38, atom 3 (N): 0.08, atom 4 (N): -0.52, atom 5 (C): 0.34, atom 6 (H): 0.41, atom 7 (H): 0.40

=====

*b*
The following is a DFT calculation (ωB97M-V/def2-TZVPD) of CH2N4 in the gas phase.

The HOMO-LUMO gap is 12.33 eV. The highest occupied orbital energy is -11.19 eV. Its structure (SMILES) is c1nn[nH]n1.

```
! wB97M-V def2-TZVPD RIJCOSX def2/J DEFGRID3
* xyz 0 1
N -0.09 -1.00 -0.01
N 1.00 -0.24 -0.01
N -0.52 1.18 0.00
N 0.77 1.06 -0.01
C -1.02 -0.07 -0.01
H -2.07 -0.32 0.01
H 1.94 -0.61 0.03
*
```

Charge distribution, natural (NBO) scheme, values in e: atom 1 (N): -0.25, atom 2 (N): -0.17, atom 3 (N): -0.26, atom 4 (N): -0.03, atom 5 (C): 0.09, atom 6 (H): 0.21, atom 7 (H): 0.41

=====

*c*
The following is a DFT calculation (ωB97M-V/def2-TZVPD) of 2 unconnected molecules or ions with the total composition CH2N4.

The HOMO-LUMO gap is 11.12 eV. The highest occupied orbital energy is -10.11 eV. Its structure (SMILES) is N=C=N.N#N.

```
! wB97M-V def2-TZVPD RIJCOSX def2/J DEFGRID3
* xyz 0 1
N -2.16 1.29 0.45
N -0.06 0.06 -0.46
N 2.05 -1.11 -0.03
N -2.85 0.50 0.69
C 0.99 -0.54 -0.24
H -0.55 0.63 0.28
H 2.57 -0.81 -0.69
*
```

Charge distribution, natural (NBO) scheme, values in e: atom 1 (N): -0.03, atom 2 (N): -0.76, atom 3 (N): -0.71, atom 4 (N): 0.06, atom 5 (C): 0.68, atom 6 (H): 0.40, atom 7 (H): 0.36

=====

Verdict on stability: *c* comes out on top.